Entry 1:
Entry from the OMol25 dataset: a cluster of 9 separate species, C25H47Br18F2N4O2Si in total at a distorted geometry (ωB97M-V with the def2-TZVPD basis set).

```
99
Properties=species:S:1:pos:R:3:mulliken_charge:R:1
H -5.78 0.96 4.88 0.36
H -5.72 0.23 2.37 -0.11
H -3.21 2.20 -0.42 0.38
C 4.18 2.48 4.56 -0.51
H 8.70 -5.59 -4.58 0.35
H -0.87 0.13 4.34 -0.01
H 4.87 3.25 4.91 0.40
H 0.35 10.23 -1.08 0.34
C -0.69 5.04 -0.17 -0.90
C 7.63 -5.36 -4.60 -0.56
F -1.70 -3.02 -2.57 -0.27
H -4.68 -1.74 -3.33 0.06
Br 2.68 3.26 6.87 -0.12
H 2.49 1.32 5.32 -0.07
H -6.09 -1.77 1.51 0.27
H -4.63 -2.39 3.59 0.26
Br 0.59 -0.92 2.00 -0.09
H -6.02 -2.64 -5.39 0.41
C -6.18 1.13 2.78 -0.26
H 7.28 -5.38 -5.63 0.38
C -5.29 -3.06 3.04 -0.53
H -6.25 -3.11 3.55 0.44
H 3.97 -5.69 -2.54 0.21
C 3.35 1.88 5.67 -0.27
C -5.53 1.62 4.05 -0.59
C -0.67 -0.92 4.57 -0.34
N 1.46 1.65 -0.65 0.37
H -1.77 0.92 -1.48 0.40
Br 0.94 -0.95 5.67 -0.14
C 5.12 -2.16 -0.43 -0.07
H 4.87 -0.54 -1.83 0.34
Br 5.13 0.60 0.35 -0.17
H 2.55 -5.48 -3.59 0.45
H -1.47 -1.30 5.22 0.42
H -0.03 1.91 2.38 -0.02
H -0.06 -2.75 3.56 0.47
H -1.34 3.07 2.97 0.15
C -5.33 -3.21 -4.77 -0.55
H 0.41 3.74 2.60 0.17
O -0.48 -0.21 -4.96 -0.44
H -3.48 3.83 0.45 0.35
Br 6.46 -2.81 0.83 -0.10
H 2.73 -4.22 -0.77 0.48
Br -3.77 -2.16 0.78 0.00
H 4.74 1.70 4.04 0.32
H -1.31 5.78 0.48 0.33
H -5.90 -3.45 0.98 0.46
Br -3.58 1.55 3.91 -0.09
C -0.99 -1.94 -1.93 0.24
H 7.46 -4.12 -2.81 0.34
H 6.54 -0.71 -1.24 0.44
H 8.01 -3.27 -4.27 0.40
Br 0.63 8.39 0.54 -0.13
C 0.87 9.27 -1.18 -0.56
F -2.40 -0.44 -3.57 -0.21
H -1.48 -1.95 2.86 -0.24
Br 3.05 3.30 3.20 -0.12
C -2.87 2.86 0.45 -0.79
Si -0.96 3.22 0.44 0.40
N -0.75 1.00 -1.33 0.32
C -5.47 -2.66 1.59 -0.73
H 2.19 2.19 -0.15 0.22
H 1.94 9.45 -1.29 0.37
Br 5.55 -3.42 -4.27 -0.15
C 2.91 -5.47 -2.56 -0.57
C -5.23 -2.69 -3.36 -0.31
C 7.36 -4.06 -3.90 -0.60
C 0.32 0.14 -1.88 -0.26
Br 6.77 -6.85 -3.68 -0.13
H -3.14 2.29 1.44 -0.18
C -0.52 -1.79 3.35 -0.05
Br -6.99 -2.26 -2.63 -0.14
H -4.76 -3.39 -2.67 0.33
H 3.97 1.23 6.30 0.39
Br 2.06 -6.96 -1.64 -0.15
N -0.14 -0.98 -2.72 0.34
H 3.29 -3.38 -2.23 -0.12
Br 0.82 -3.53 -2.22 0.13
Br 1.43 6.95 -2.76 -0.14
H -0.70 8.05 -2.06 0.34
H -4.34 -3.22 -5.24 0.34
H 4.16 -2.17 0.09 0.28
Br -5.93 -5.06 -4.79 -0.13
H 5.10 -2.90 -1.23 -0.18
H -5.79 2.64 4.31 0.42
H 0.21 9.05 -3.21 0.37
C 0.04 1.92 -0.55 -0.06
O -1.10 -1.87 -0.67 -0.19
C 2.63 -4.16 -1.86 -0.26
C -0.98 -0.53 -3.86 0.53
C 0.28 8.46 -2.30 -0.57
C -0.41 3.01 2.30 -0.46
H -7.24 0.95 2.93 0.42
C 5.49 -0.80 -0.96 -0.51
N 1.62 0.56 -1.48 -0.35
H -1.01 5.12 -1.28 0.26
Br -4.54 -4.85 3.19 -0.15
H 0.44 5.27 -0.07 0.28
Br -6.09 2.49 1.38 -0.09
```

Calculated values
- Gap between HOMO and LUMO: 7.8104 eV
- Energy: -1310811.38946 eV
- Highest occupied orbital energy: -0.428 hartree
- LUMO level: -3.8 eV
- Charge: +1

Entry 2:
Entry from the OMol25 dataset: a structure of composition C25H48AsInN3O6P2S (ωB97M-V with the def2-TZVPD basis set).

```
87
Properties=species:S:1:pos:R:3:mulliken_charge:R:1
H -2.16 3.42 2.61 0.30
C -1.15 -2.46 -3.02 -0.87
H 1.30 -5.91 3.73 0.43
O -3.44 -0.54 0.30 -0.08
H 0.52 -5.66 2.17 0.37
In 0.93 0.10 -1.14 1.84
H -0.73 4.94 0.07 0.54
H 2.61 4.94 -2.61 0.66
H 2.63 -1.67 -4.22 0.29
C 3.45 1.30 -2.59 0.03
H -3.79 1.58 2.23 0.02
C -4.74 1.41 -0.41 -1.45
H 2.65 -1.43 4.39 0.33
C -0.03 3.06 -0.64 -0.40
H -6.00 -1.04 -0.17 0.34
C -1.34 -1.67 1.42 -0.60
C 1.80 -2.33 -3.95 -1.02
C -3.01 0.23 3.71 -1.20
H -5.31 1.84 -1.24 0.50
C 4.09 2.07 -4.58 -0.58
N 4.33 1.13 -3.59 0.17
H -0.85 -3.21 -2.29 0.35
C 1.74 3.06 -2.10 0.28
H -1.40 -2.95 -3.96 0.48
H 3.57 0.05 4.21 0.53
C -5.37 -0.95 -1.06 -1.46
C 0.94 5.14 -1.28 -0.73
C -2.29 2.63 3.35 -1.38
H -2.97 3.00 4.12 0.47
O -1.89 1.01 1.65 0.51
H -1.49 -2.49 0.72 0.60
C 0.85 -3.87 3.32 0.92
C -0.02 4.43 -0.56 -1.03
H -5.99 -0.60 -1.88 0.43
H -1.07 0.45 -4.53 0.39
H 6.28 0.55 -3.09 0.33
P -1.98 -0.18 0.65 -0.73
H 2.55 3.64 -4.68 0.63
H 0.62 0.52 -5.08 0.31
H -1.90 -1.90 2.33 0.35
O 0.93 -3.02 2.09 -0.20
C 1.84 4.43 -2.06 -0.74
C 1.55 0.22 3.56 0.67
H 2.14 1.17 1.72 -0.07
As 0.33 -1.25 -3.32 0.34
H 2.23 -5.24 2.39 0.39
H 2.11 -3.01 -3.17 0.38
H 2.33 2.16 3.17 0.60
N 2.65 2.34 -2.95 0.57
H 0.72 1.90 2.51 0.00
C 2.82 -0.58 3.74 -1.49
H 5.67 -0.07 -4.64 0.35
H -3.52 -0.62 3.26 0.33
C -2.85 1.38 2.74 0.83
C -0.20 -0.14 -4.81 -1.10
O 1.18 -1.09 0.58 -0.85
O 0.46 -0.64 3.02 -0.04
C 1.69 1.43 2.67 -0.65
H -3.58 0.09 -1.67 -0.03
H -0.45 -0.77 -5.66 0.46
C 5.41 0.15 -3.60 -0.80
H -0.56 -4.45 4.80 0.52
H -3.90 2.09 -0.21 0.26
H -0.75 2.47 -0.09 0.78
H -2.00 -1.90 -2.65 0.10
H -3.62 0.57 4.55 0.56
C -0.53 -3.80 3.93 -1.25
S 3.41 0.37 -1.15 -0.41
C 3.05 2.82 -4.19 -0.63
H 1.60 -3.46 3.99 -0.03
H 4.69 2.10 -5.48 0.51
H -2.04 -0.08 4.10 0.13
H -0.78 -2.80 4.27 0.27
N 0.83 2.37 -1.41 0.08
H 0.99 6.22 -1.22 0.47
H 1.14 0.50 4.53 0.30
H -1.29 -4.16 3.23 0.31
H -1.32 2.43 3.82 0.27
H -5.39 1.36 0.46 0.34
H 5.09 -0.76 -3.10 0.38
C -4.26 0.04 -0.81 1.04
C 1.25 -5.25 2.87 -1.50
O -1.14 0.19 -0.56 -0.61
H -4.98 -1.93 -1.31 0.39
P 0.42 -1.59 1.80 0.20
H 3.21 -0.92 2.78 0.27
H 1.48 -2.89 -4.83 0.45
```

Calculated values
- Gap between HOMO and LUMO: 8.8411 eV
- Energy: -138869.47758 eV
- Highest occupied orbital energy: -0.618 hartree
- LUMO level: -8.0 eV
- Charge: +3
- Energy relative to the best compared isomer or geometry (same formula, charge and spin): 0.0 kJ/mol

Entry 3:
Entry from the OMol25 dataset: a cluster of 7 separate species, C25H48BrN2O26S6 in total at a distorted geometry (ωB97M-V with the def2-TZVPD basis set).

```
108
Properties=species:S:1:pos:R:3:mulliken_spin:R:1
O 2.33 5.76 3.47 0.00
O -7.35 0.61 4.46 0.00
H 5.53 2.16 -2.06 -0.01
O 1.91 4.49 1.48 0.00
H 5.09 3.50 -3.16 0.00
S -6.77 -0.16 3.19 0.00
H 0.60 1.67 -5.88 0.00
C -0.48 0.46 7.39 0.00
H -2.21 -0.75 2.31 0.00
H -8.86 1.84 3.79 0.00
C -1.77 0.84 -2.59 0.00
O -2.86 -3.55 -0.83 0.00
C -9.24 -0.26 3.42 0.00
C 1.14 -0.35 -6.24 0.00
S 0.39 -1.81 6.90 0.00
H 0.32 6.04 3.89 0.00
O 0.08 -0.84 -6.40 0.00
O 3.37 -6.36 0.41 0.00
O -1.42 1.14 2.50 0.00
H -0.80 -0.34 -4.05 0.00
H -1.75 -0.08 -2.01 0.00
H 0.45 3.85 2.79 0.00
C 3.22 -0.19 -2.31 0.01
C 2.54 2.31 -3.81 0.02
C 2.39 -5.60 1.14 0.00
O -3.76 1.50 2.06 0.00
O 2.63 -4.48 -0.88 0.00
O -0.77 -2.22 -0.94 0.00
C 4.66 -0.72 -2.42 0.00
H 3.51 3.55 -0.74 0.00
H -1.21 -0.23 0.94 0.00
H -2.79 1.00 -2.97 0.00
H 3.16 2.60 -4.66 0.00
S -2.61 2.09 2.98 0.00
H 1.80 3.11 -3.69 0.00
C 2.47 -1.19 -1.40 0.01
H -1.84 -5.43 -3.41 0.00
C 3.42 2.31 -2.53 0.01
S 3.77 -5.60 -0.93 0.00
H -3.88 -0.07 0.70 0.00
H -10.15 -0.02 2.88 0.00
C 3.03 3.56 -1.71 -0.01
O 5.03 -4.96 -0.77 0.00
H 2.07 -1.14 -3.85 0.00
C 1.72 1.02 -4.08 0.02
H 2.30 1.39 -6.11 0.00
H -2.19 -0.45 6.40 0.00
H -1.14 0.99 8.07 0.00
O 3.99 5.77 1.65 0.00
C 0.68 4.73 2.18 0.00
H -0.13 4.89 1.47 0.00
H 3.41 -0.19 -4.45 0.00
C 1.62 -4.86 0.07 0.00
O -2.04 -2.72 -2.98 0.00
H 1.76 -6.28 1.72 0.00
N 0.51 1.11 -3.22 0.01
C 0.97 5.95 3.03 0.00
O -2.29 3.42 2.59 0.00
H 5.27 -0.16 -3.12 0.00
H -1.12 1.37 -4.57 0.00
H 5.14 1.84 -3.78 0.00
H 2.79 -1.06 -0.37 0.00
O 0.02 -0.73 8.02 0.00
S -1.67 -3.17 -1.49 0.00
C -0.98 -4.77 -3.28 0.00
Br 2.70 -1.34 -6.92 0.00
H 3.34 4.44 -2.28 0.00
H 1.95 3.63 -1.60 0.01
N 3.17 1.14 -1.65 0.41
C -0.79 0.72 -3.76 0.00
O -0.24 -3.04 7.24 0.00
H -1.70 -3.48 -4.88 0.00
O 3.52 -6.47 -2.03 0.00
O -6.03 0.73 2.38 0.00
C -1.20 -0.05 6.16 0.00
H 0.37 1.09 7.12 0.00
O 1.79 -1.76 6.64 0.00
O -0.84 -4.47 -1.88 0.00
H -0.27 -2.86 -4.03 0.00
O 3.66 3.75 3.04 0.00
O -0.38 -1.13 5.69 0.00
H -2.91 1.34 0.19 0.00
C 1.42 1.00 -5.61 0.01
C -1.20 -3.42 -3.92 0.00
H 0.93 6.87 2.44 0.00
H -1.54 1.69 -1.96 0.00
H -9.38 -1.18 3.99 0.00
H 2.91 -4.92 1.82 0.00
H -1.30 0.71 5.39 0.00
H -0.08 -5.27 -3.64 0.00
C -3.17 0.69 1.03 0.00
H 0.68 0.44 -2.47 -0.03
H 2.79 -2.19 -1.71 0.00
S 3.15 4.90 2.40 0.00
H -9.24 0.91 5.26 0.00
H 1.12 -3.97 0.45 0.00
O 2.20 1.29 -0.83 0.53
C -1.95 0.09 1.67 0.00
H 4.66 -1.78 -2.69 0.00
O -6.19 -1.38 3.64 0.00
H 5.14 -0.66 -1.44 -0.01
H 1.39 -1.15 -1.52 0.02
C 2.59 -0.19 -3.72 0.00
C 4.91 2.46 -2.91 0.01
H 0.90 -5.50 -0.43 0.00
C -8.75 0.88 4.29 0.00
O -2.92 1.79 4.33 0.00
O -8.17 -0.47 2.49 0.00
```

Calculated values
- Gap between HOMO and LUMO (spin up / spin down): 8.4231 / 9.1976 eV
- Energy: -217965.26826 eV
- Highest occupied orbital energy (spin up / spin down): -0.302 / -0.331 hartree
- LUMO level (spin up / spin down): 0.2 / 0.2 eV
- Multiplicity: 2

Entry 4:
Entry from the OMol25 dataset: a cluster of 10 separate species, C25H48Cl18IO3P in total at a distorted geometry (ωB97M-V with the def2-TZVPD basis set).

```
96
Properties=species:S:1:pos:R:3:mulliken_charge:R:1
H -7.30 2.65 -6.88 0.33
H -4.42 1.86 -2.01 0.36
C 6.97 7.61 2.12 -0.42
H -2.16 2.75 -1.38 0.52
Cl 1.47 -2.94 0.88 -0.06
H -9.32 -1.30 -0.22 0.33
H -0.66 -8.32 -2.19 0.34
C -3.33 1.50 -0.10 0.40
O -5.99 -0.27 -3.46 -0.54
H -1.03 -1.01 -0.19 0.15
Cl 4.38 3.00 -0.99 -0.20
H -3.74 2.29 0.56 0.45
C 1.34 -2.02 -4.37 -0.52
H 4.96 -6.49 3.21 0.32
H 8.02 7.82 2.32 0.18
H 6.46 7.00 4.13 0.12
H -9.21 -1.12 2.84 0.31
Cl 2.22 -2.32 -1.80 -0.17
H 2.42 -3.73 -3.65 0.24
Cl 4.00 -8.42 2.30 -0.19
H 0.58 -0.30 -0.48 0.26
H -4.96 -2.34 -2.82 0.08
H 3.72 3.95 1.66 0.32
Cl 6.91 5.96 1.43 -0.20
H 5.33 4.93 -0.04 -0.13
H 1.10 -2.51 -5.31 0.32
C -0.28 -7.42 -2.67 -0.54
Cl 1.71 4.44 0.53 -0.16
Cl -0.06 -1.03 -3.92 -0.12
Cl -9.44 3.36 -6.18 -0.20
Cl -8.60 -3.18 1.86 -0.18
C -3.41 0.21 0.76 0.17
H -1.39 2.53 0.17 0.48
C 9.69 4.38 4.03 -0.47
I 0.62 1.96 -2.16 0.09
C 10.55 5.44 4.67 -0.44
H -0.95 -2.10 2.25 0.07
H 3.51 5.68 1.39 0.02
H -5.37 1.32 -0.51 0.17
Cl -0.36 -6.11 -1.46 -0.13
Cl 10.23 7.06 4.00 -0.17
C -9.47 -1.62 1.91 -0.38
H 0.75 -3.65 -3.07 0.18
H 6.37 8.74 3.83 0.33
O -4.09 -0.77 0.04 -0.42
H -8.23 1.74 -4.10 0.30
C -0.45 -0.08 -0.20 -0.43
Cl -7.48 -0.17 0.73 -0.12
C 3.04 -6.64 4.14 -0.52
Cl 7.97 4.56 4.46 -0.16
Cl -6.68 3.51 -4.19 -0.21
H 6.62 8.30 1.36 0.37
C 0.67 -3.53 2.36 -0.38
H -8.40 1.30 -6.59 0.31
H 11.60 5.22 4.49 0.31
Cl 1.73 -6.29 -4.13 -0.17
H -0.54 0.39 0.79 0.24
H -6.71 1.27 -4.84 0.19
H 0.09 -4.41 2.07 0.27
H -1.56 0.38 -2.08 0.29
H -0.95 -7.16 -3.49 0.32
H -6.60 -1.42 -1.40 -0.08
P -5.54 -1.15 -2.32 0.39
C 1.13 -7.65 -3.16 -0.44
C -4.47 1.21 -1.13 -0.45
H -3.27 -0.61 -1.76 -0.04
H -0.80 -2.94 3.80 0.37
H 3.12 -5.65 4.57 0.29
O -2.99 -0.03 1.83 -0.59
H 3.61 -6.10 2.13 0.23
H 3.30 -7.37 4.91 0.39
H -10.54 -1.85 1.93 0.31
H 2.19 -1.36 -4.53 0.33
Cl 4.42 7.65 3.14 -0.20
C -0.24 -2.50 2.98 -0.28
H 1.82 -7.81 -2.34 0.31
Cl 0.67 -1.13 3.66 -0.20
C -7.47 2.04 -4.81 -0.24
H 9.76 4.40 2.95 0.30
C 4.30 4.64 -0.30 -0.06
H 10.39 5.48 5.75 0.32
H 3.95 5.32 -1.07 0.34
C -1.08 0.91 -1.25 -0.65
C 1.64 -3.06 -3.31 -0.28
C -4.23 -0.29 -1.32 0.31
C -8.05 2.25 -6.19 -0.45
C -9.16 -0.76 0.71 -0.57
C 6.18 7.76 3.40 -0.21
H 1.15 -8.54 -3.80 0.32
C 3.43 4.70 0.92 -0.13
H 10.00 3.39 4.38 0.34
H 1.44 -3.85 3.06 0.17
C 3.94 -6.76 2.94 -0.34
C -1.96 2.00 -0.60 -1.17
H -9.81 0.12 0.71 0.32
Cl 1.32 -6.88 3.72 -0.17
```

Calculated values
- Gap between HOMO and LUMO: 8.9150 eV
- Energy: -275641.26342 eV
- Highest occupied orbital energy: -0.312 hartree
- LUMO level: 0.4 eV

Entry 5:
Entry from the OMol25 dataset: a structure of composition C25H48Cl3MgN4O3SSi at a distorted geometry (ωB97M-V with the def2-TZVPD basis set).

```
86
Properties=species:S:1:pos:R:3:mulliken_charge:R:1
H 0.15 -6.50 2.18 0.25
H -1.82 -6.53 0.97 0.28
Cl 2.19 5.20 -3.05 -0.33
H 2.03 -0.98 -2.49 0.05
H 0.08 -6.02 0.45 0.48
C -2.66 0.85 0.01 0.09
C -1.23 -0.18 3.75 0.44
N 1.01 -2.22 -3.76 0.26
H 1.34 -2.91 2.17 0.36
H -2.80 4.09 -0.04 0.40
C 3.20 2.46 -4.19 -0.60
H 1.28 3.21 0.81 -0.10
C 0.55 1.07 2.40 -0.29
Cl 0.65 2.60 -1.72 -0.83
O 0.01 -0.70 -2.35 -1.00
H -1.63 3.03 -0.93 0.14
C 2.18 -2.45 -4.58 -0.91
C 1.08 -0.34 4.41 -0.26
H 1.55 -5.70 1.42 0.44
H 3.31 4.11 -6.97 0.30
C -1.62 -0.95 4.85 -0.77
C -3.55 2.28 1.76 -0.80
C 0.10 0.16 3.56 0.05
H 3.02 -1.92 -4.11 0.31
C 0.71 -1.09 5.54 -0.71
H 2.76 5.74 -6.49 0.26
H -4.15 3.20 1.68 0.32
H -1.97 0.14 3.01 0.12
N -1.74 -4.57 0.16 0.23
O -0.19 0.91 1.30 0.34
H -1.79 -3.98 -1.89 0.00
H -2.86 2.40 2.62 0.14
H -4.20 1.42 1.94 0.32
H 2.72 2.01 -3.31 -0.02
C 1.55 3.38 1.88 -1.07
C 3.25 4.82 -6.13 -0.99
C -0.64 -1.40 5.75 -0.47
Si 2.27 3.99 -4.74 0.58
H -3.29 0.06 0.47 0.26
H -2.57 -2.88 -0.75 0.29
H -2.68 -1.18 5.01 0.35
H -0.93 -1.98 6.63 0.32
H 4.24 2.75 -3.93 0.27
C -2.40 -3.94 -0.98 -0.71
H -1.06 -2.57 -3.53 0.20
C -2.47 -5.67 0.79 -1.04
H 1.49 -1.40 6.24 0.32
H -2.93 -5.36 1.74 0.28
H 4.27 5.08 -5.81 0.27
H 1.44 4.45 2.09 0.35
C 0.68 2.56 2.78 0.24
H 3.27 1.71 -5.00 0.28
C 0.50 3.91 -5.38 -0.84
C -2.10 3.25 0.04 -0.85
S -1.05 -2.09 1.03 -0.06
H -3.27 -5.97 0.11 0.43
C 1.02 -1.26 -2.84 0.45
H 2.39 -3.52 -4.64 0.32
C -0.24 -2.83 -4.21 -1.00
Cl 2.18 -0.60 -0.01 -0.76
H 0.35 5.16 3.49 0.37
C 0.45 -5.75 1.44 -1.30
C -0.12 4.48 4.20 -1.56
H -1.17 4.78 4.30 0.29
H -0.48 -2.49 -5.22 0.35
C -0.96 -3.77 0.99 -0.40
H 0.41 3.19 -6.21 0.30
H 0.20 4.90 -5.76 0.27
C 0.72 -3.64 2.72 -1.06
H -0.19 3.62 -4.57 0.17
N -2.82 2.08 0.52 0.33
O -1.86 0.56 -0.90 -0.51
H 2.12 -0.10 4.17 0.39
H 0.06 -3.07 3.39 0.22
H 1.35 -4.32 3.30 0.49
H 2.03 -2.04 -5.60 0.30
H -0.09 -3.92 -4.23 0.36
H 2.61 3.10 2.00 0.28
N -0.08 -4.43 1.80 0.29
Mg 0.22 0.61 -0.72 1.26
C -0.03 3.05 3.81 0.23
H -0.63 2.37 4.41 0.36
H -3.35 -4.44 -1.16 0.37
H 0.34 4.63 5.19 0.28
H 1.59 0.78 2.17 0.33
H -1.31 3.54 0.75 0.21
```

Calculated values
- Gap between HOMO and LUMO: 6.6729 eV
- Energy: -100540.85772 eV
- Highest occupied orbital energy: -0.159 hartree
- LUMO level: 2.3 eV
- Charge: -1
- Energy relative to the best compared isomer or geometry (same formula, charge and spin): 4.3 kJ/mol